ORCA calculation (ωB97M-V/def2-TZVPD) on a cluster of 4 separate species, C28H59N3O16P3 in total at a distorted geometry.

**HOMO level**: -0.176 Eh
**F_max**: 4.6 eV/A
**ΔE to the lowest compared entry with this formula, charge and spin**: 0.0 kJ/mol

Structure (ORCA input):
```
! RIJCOSX wB97M-V def2-TZVPD def2/J DEFGRID3
* xyz -1 1
N -2.2853 -1.7926 5.5348
C -1.8012 -1.5038 4.1631
C -2.9127 -0.7289 3.4089
C -2.4285 0.3194 2.3896
C -2.7970 1.7364 2.8570
C -1.7150 2.7805 2.6109
C -1.5759 3.2240 1.1551
C -1.1717 4.6936 0.9994
C -0.0554 5.1526 1.9549
C 1.1896 5.6615 1.2187
C 1.9849 4.5010 0.6218
C 3.0379 5.0347 -0.3382
C 3.9135 3.9164 -0.9420
C 3.4567 3.6150 -2.3679
N 3.4146 2.2091 -2.7218
C 2.8214 1.7653 -3.8700
C 2.9174 0.3945 -3.9339
C 3.6020 -0.0302 -2.7670
C 3.9038 1.1152 -2.0694
C -1.6090 -2.8979 3.5559
O -0.7268 -3.0354 2.4402
N -1.2237 -2.4708 1.3158
O -0.4699 -2.5921 0.4141
C -0.5199 -0.6686 4.3364
O -0.7512 0.4713 4.8126
O 0.5766 -1.1511 4.0477
H -3.2225 -2.1802 5.4661
H -2.4034 -0.8714 5.9451
H -3.5730 -1.4406 2.9172
H -3.5262 -0.2396 4.1552
H -1.3829 0.2217 2.1235
H -2.9910 0.1467 1.4737
H -3.6872 2.0513 2.3102
H -3.0087 1.7549 3.9168
H -1.8368 3.6268 3.2809
H -0.7815 2.3065 2.9049
H -0.8876 2.6002 0.5927
H -2.5413 3.0866 0.6666
H -2.0303 5.3511 1.0808
H -0.7961 4.8208 -0.0168
H -0.4315 6.0004 2.5181
H 0.2825 4.3641 2.6142
H 0.9284 6.3892 0.4568
H 1.8169 6.1020 1.9914
H 1.2791 3.8394 0.1239
H 2.4633 3.9581 1.4306
H 2.5099 5.5598 -1.1290
H 3.6702 5.7231 0.2140
H 3.7949 3.0576 -0.2970
H 4.9360 4.2712 -0.9577
H 2.4286 3.9621 -2.4235
H 4.0121 4.1975 -3.0972
H 2.3331 2.3782 -4.6017
H 2.5458 -0.2519 -4.7020
H 3.8604 -1.0147 -2.4356
H 4.4234 1.2426 -1.1428
H -1.1951 -3.5415 4.3180
H -2.5962 -3.2962 3.3242
C 6.4100 3.6042 -7.1321
O 7.5380 3.2873 -6.3228
P 8.1052 1.7731 -6.1837
O 7.4548 0.9399 -7.2221
O 7.5995 1.5647 -4.6839
C 6.2159 1.2650 -4.4592
O 9.5315 1.0417 -5.8350
C 10.7006 1.4641 -6.5627
H 6.7054 4.3104 -7.9085
H 5.9560 2.7321 -7.5924
H 5.6823 4.0868 -6.4785
H 5.7880 0.7105 -5.2930
H 5.6535 2.1861 -4.3006
H 6.1499 0.6583 -3.5647
H 10.9140 2.5190 -6.3879
H 10.5686 1.2875 -7.6326
H 11.5404 0.8754 -6.2051
C -9.4108 -2.9858 8.2368
O -8.8198 -2.6531 6.9862
P -7.8519 -3.6774 6.1849
O -7.9577 -5.0103 6.8242
O -6.5035 -2.8642 6.4670
C -5.8657 -2.9877 7.7337
O -7.3997 -3.9375 4.6362
C -8.4312 -4.0544 3.6357
H -10.4969 -2.9565 8.1455
H -9.1075 -3.9605 8.6067
H -9.0995 -2.2168 8.9447
H -6.0331 -3.9695 8.1777
H -6.2224 -2.2106 8.4133
H -4.7986 -2.8487 7.5770
H -9.0190 -3.1390 3.5683
H -9.0867 -4.8987 3.8610
H -7.9429 -4.2256 2.6812
C -1.4033 -4.4518 -1.8269
O -1.3246 -3.9647 -3.1721
P -0.7843 -4.8658 -4.3897
O -0.6875 -6.2775 -3.9487
O 0.6110 -4.0910 -4.5462
C 1.6605 -4.4034 -3.6317
O -0.9716 -4.9029 -6.0206
C -2.3145 -4.8927 -6.5383
H -2.4403 -4.4248 -1.4911
H -1.0206 -5.4611 -1.7117
H -0.8259 -3.7637 -1.2064
H 1.5988 -5.4402 -3.3008
H 1.6243 -3.7369 -2.7686
H 2.6016 -4.2513 -4.1553
H -2.8432 -3.9850 -6.2457
H -2.8656 -5.7683 -6.1871
H -2.2497 -4.9235 -7.6224
*
```

***

ORCA calculation (ωB97M-V/def2-TZVPD) on a cluster of 12 separate species, C28H60BCl22NO2 in total at a distorted geometry.

**HOMO level**: -0.321 Eh
**F_max**: 3.0 eV/A
**SMILES**: CBOCCNC[C@@H](C)O.ClCCCl.ClCCCl.ClCCCl.ClCCCl.ClCCCl.ClCCCl.ClCCCl.ClCCCl.ClCCCl.ClCCCl.ClCCCl

Structure (ORCA input):
```
! RIJCOSX wB97M-V def2-TZVPD def2/J DEFGRID3
* xyz 0 1
C -0.3596 5.3399 -4.5578
B -0.2280 6.3573 -3.2346
O -0.8876 6.0079 -1.9500
C -0.1261 4.9943 -1.2026
C -0.8938 3.5095 -1.1735
N -0.6291 2.6947 -2.4203
C 0.5058 1.7088 -2.2513
C 1.8832 2.1115 -3.0772
C 3.1824 2.1922 -2.0290
O 2.1813 1.0556 -4.0583
H -0.4381 5.9338 -5.5683
H -1.3136 4.6835 -4.3510
H 0.5915 4.6593 -4.6062
H 0.3914 7.3581 -3.4247
H -0.0647 5.3631 -0.0771
H 0.9754 4.9202 -1.6244
H -0.6686 2.9502 -0.1621
H -2.0640 3.7425 -1.1732
H -1.5023 2.1029 -2.5610
H 0.1344 0.6876 -2.7451
H 0.7206 1.4324 -1.1140
H 1.8162 3.1285 -3.6522
H 3.3575 1.1084 -1.5767
H 4.0801 2.5801 -2.6743
H 2.8508 2.9782 -1.2018
H 1.8941 1.3086 -4.9862
Cl -4.8362 -1.0874 -0.3562
C -4.4237 0.6216 -0.6438
C -4.4506 0.9775 -2.1220
Cl -3.1286 0.1980 -3.0257
H -3.4415 0.8130 -0.2008
H -5.1630 1.2204 -0.1037
H -4.3250 2.0573 -2.2462
H -5.3974 0.6893 -2.5889
Cl -2.8076 2.1219 1.0959
C -2.1347 2.1555 2.7451
C -0.9862 1.1738 2.9164
Cl -1.5342 -0.5198 2.8550
H -2.9482 1.9510 3.4479
H -1.7812 3.1757 2.9215
H -0.5163 1.3189 3.8938
H -0.2202 1.3111 2.1470
Cl -7.2194 -6.2288 2.6113
C -7.4232 -4.7294 1.6711
C -6.6243 -3.5739 2.2532
Cl -7.2723 -3.0304 3.8206
H -8.4921 -4.4989 1.6271
H -7.0795 -4.9444 0.6550
H -6.6684 -2.7144 1.5775
H -5.5727 -3.8416 2.3947
Cl -0.6528 -3.2303 5.4328
C 0.6546 -3.7282 4.3300
C 2.0222 -3.2819 4.8228
Cl 2.2228 -1.5141 4.7402
H 0.4328 -3.3258 3.3368
H 0.6191 -4.8200 4.2703
H 2.8041 -3.7187 4.1942
H 2.2009 -3.5963 5.8556
Cl -5.4840 -0.8523 9.1335
C -4.2934 -2.0994 8.6852
C -2.9496 -1.4989 8.3032
Cl -3.0271 -0.5986 6.7684
H -4.7157 -2.6944 7.8695
H -4.1753 -2.7512 9.5559
H -2.2125 -2.2957 8.1657
H -2.5767 -0.8204 9.0766
Cl 3.1027 6.5730 -3.9062
C 3.5152 8.2820 -4.1939
C 3.4883 8.6380 -5.6720
Cl 4.8104 7.8585 -6.5757
H 4.4974 8.4734 -3.7509
H 2.7759 8.8809 -3.6538
H 3.6139 9.7178 -5.7963
H 2.5415 8.3498 -6.1389
Cl 5.0801 1.5980 -4.8213
C 6.6234 2.0561 -5.5841
C 7.6163 2.6175 -4.5784
Cl 7.1129 4.2069 -3.9517
H 6.4081 2.7737 -6.3818
H 7.0307 1.1500 -6.0424
H 8.5895 2.7602 -5.0575
H 7.7520 1.9439 -3.7267
Cl -3.7753 -6.2202 0.7211
C -4.0598 -7.9786 0.7463
C -4.2532 -8.5487 -0.6500
Cl -5.7820 -8.0123 -1.3897
H -4.9270 -8.1731 1.3850
H -3.1828 -8.4340 1.2156
H -4.2908 -9.6412 -0.6031
H -3.4345 -8.2649 -1.3184
Cl -5.5322 -12.4915 4.2616
C -4.9532 -10.8077 4.2062
C -6.0493 -9.8372 3.7951
Cl -6.5251 -10.0425 2.0910
H -4.0993 -10.7645 3.5230
H -4.5974 -10.5625 5.2112
H -5.6934 -8.8081 3.9022
H -6.9441 -9.9538 4.4141
Cl 4.8717 4.3739 0.6115
C 6.4150 4.8320 -0.1513
C 7.4079 5.3934 0.8544
Cl 6.9044 6.9828 1.4810
H 6.1997 5.5496 -0.9490
H 6.8223 3.9260 -0.6096
H 8.3811 5.5362 0.3753
H 7.5435 4.7199 1.7061
Cl 4.3005 -1.7347 -1.0519
C 5.1507 -1.6704 -2.6161
C 6.6579 -1.7921 -2.4554
Cl 7.3688 -0.3586 -1.6731
H 4.8725 -0.7373 -3.1156
H 4.7724 -2.5033 -3.2160
H 7.1300 -1.8827 -3.4383
H 6.9307 -2.6719 -1.8646
*
```

***

ORCA calculation (ωB97M-V/def2-TZVPD) on a structure of composition C28H60BrCsF8N3OP2S at a distorted geometry.

**HOMO level**: -0.127 Eh
**F_max**: 5.2 eV/A

Structure (ORCA input):
```
! RIJCOSX wB97M-V def2-TZVPD def2/J DEFGRID3
* xyz -1 1
C 2.7430 4.5468 1.7950
C 2.0318 5.5189 0.7491
C 0.9776 4.6894 -0.1416
C -0.4955 5.0325 0.2538
C -1.3370 3.7348 0.5024
C -1.6366 3.4724 2.0114
C -3.0789 2.8736 2.1405
C -3.1790 1.4983 2.8943
C -4.1896 0.5592 2.1660
C -3.5291 -0.5898 1.3754
C -2.4544 -0.1837 0.3443
C -1.6204 -1.4933 0.0621
C -0.3707 -1.5608 0.9647
C 0.9493 -2.0301 0.2747
P 0.5235 -3.4487 -0.9288
S 1.9860 -4.6917 -1.2384
C 1.6402 -2.8734 1.4087
C 3.1965 -2.5995 1.3374
C 3.2626 -1.6091 0.1635
C 4.5849 -0.7440 0.1049
C 5.3561 -0.5436 1.5007
C 6.4294 -1.6425 1.7390
F 7.6199 -1.1405 1.1699
N 1.8964 -0.9900 -0.2453
C 1.6645 0.4225 0.1441
C 2.1137 0.8718 1.6122
N 1.8617 -0.0411 2.7048
N 1.9716 -1.0964 -1.6858
C 0.8436 -0.4915 -2.4349
C 1.2137 0.8172 -3.2111
C 0.2703 2.0250 -2.8533
H 3.4385 5.0886 2.4546
H 1.9630 4.1455 2.4586
H 3.3001 3.7352 1.2416
H 2.7973 6.0049 0.1268
H 1.5480 6.3055 1.3396
H 1.1740 3.5859 -0.0383
H 1.1650 4.9817 -1.1857
H -0.9042 5.6198 -0.5784
H -0.4664 5.6907 1.1320
H -0.8097 2.8795 0.0539
H -2.2990 3.8604 -0.0096
H -1.5972 4.4448 2.5247
H -0.9231 2.7957 2.5090
H -3.6780 3.6220 2.6825
H -3.5668 2.7482 1.1655
H -3.6116 1.7404 3.8789
H -2.2027 1.0247 3.0840
H -4.8039 0.0766 2.9438
H -4.8894 1.1605 1.5693
H -4.2902 -1.0829 0.7668
H -3.1369 -1.3198 2.1051
H -1.8229 0.6677 0.6651
H -2.9619 0.0872 -0.5953
H -1.4238 -1.5158 -1.0183
H -2.3051 -2.3185 0.2951
H -0.3085 -0.6055 1.5045
H -0.5787 -2.3047 1.7447
H -0.5104 -4.1390 -0.2489
H -0.0851 -2.9305 -2.0986
H 1.3832 -3.9370 1.4582
H 1.3862 -2.5176 2.4154
H 3.4339 -2.2544 2.3433
H 3.7518 -3.4775 0.9930
H 3.4060 -2.2942 -0.6844
H 4.3938 0.2893 -0.3288
H 5.3034 -1.2036 -0.5880
H 4.6932 -0.5123 2.3779
H 5.9123 0.4618 1.5247
H 6.6607 -1.8187 2.8246
H 6.1445 -2.5755 1.2307
H 0.6163 0.7351 0.0475
H 2.2509 1.0498 -0.6047
H 3.2084 1.1976 1.5819
H 1.5401 1.8379 1.8501
H 2.6225 0.0182 3.3706
H 0.9608 0.0929 3.1422
H 2.8179 -0.6694 -2.0529
H -0.0801 -0.3448 -1.8656
H 0.5844 -1.2147 -3.2249
H 2.2630 1.1208 -3.0478
H 1.0713 0.6345 -4.2836
H 0.0172 2.5447 -3.7840
H 0.8529 2.7262 -2.2358
H -0.6290 1.6649 -2.3432
F -5.5811 -3.1984 -1.0000
P -6.7483 -2.0525 -0.9677
F -5.4823 -1.3046 -1.7342
F -7.0842 -0.5607 -0.3309
F -7.6689 -1.5927 -2.2512
F -6.8004 -2.3289 0.6655
F -7.8454 -3.2704 -1.1044
Cs 4.0011 2.4465 0.0384
C -1.3722 -3.7280 -4.3317
C -2.4206 -2.9415 -3.5912
O -2.1762 -1.7922 -3.2062
C -3.7720 -3.5660 -3.3130
H -0.4675 -3.0883 -4.4111
H -1.1147 -4.6274 -3.7846
H -1.7296 -4.0135 -5.3765
H -3.6450 -4.4587 -2.6998
H -4.2704 -3.8225 -4.2457
H -4.3863 -2.8426 -2.7732
Br -2.5915 -5.5989 -5.6185
F 7.1346 -1.5541 4.7667
*
```

***

ORCA calculation (ωB97M-V/def2-TZVPD) on a structure of composition C28H60Cl2F12Mg2O24S4 at a distorted geometry.

**HOMO level**: -0.128 Eh
**F_max**: 6.1 eV/A

Structure (ORCA input):
```
! RIJCOSX wB97M-V def2-TZVPD def2/J DEFGRID3
* xyz -2 1
Mg -2.3049 3.1986 4.3117
Mg -2.0848 0.4001 -0.7048
Cl -0.5940 -0.0530 0.9919
Cl -3.7785 -1.0346 -1.1663
C -1.1963 -1.1821 5.3207
F -1.5727 -2.0692 6.2491
F -0.0771 -0.6179 5.6449
F -1.0924 -1.7552 4.0753
S -2.5530 0.1600 5.2984
O -3.0134 0.2496 6.6590
O -1.9351 1.3939 4.7703
O -3.6266 -0.2792 4.3671
C -5.0339 3.3168 0.8462
F -5.9375 3.7628 1.6997
F -5.5846 2.6612 -0.1550
F -4.2366 4.3256 0.3917
S -3.9456 1.9193 1.6955
O -3.0469 1.5622 0.5447
O -3.1926 2.6366 2.7554
O -4.7986 0.8327 2.3146
C -3.0922 4.1816 -2.8746
F -2.8235 5.4559 -3.1845
F -4.1843 4.0628 -2.1293
F -3.3405 3.4566 -3.9600
S -1.5786 3.4950 -1.9681
O -1.4989 4.2673 -0.7185
O -1.9255 2.0475 -1.7204
O -0.5057 3.6448 -2.9780
C -1.3563 -0.8300 -4.8334
F -0.6394 -0.9534 -6.0054
F -2.3909 -0.0146 -4.9929
F -1.7744 -2.0415 -4.3631
S -0.2381 -0.1653 -3.4324
O 0.2435 1.1847 -3.8779
O -1.0799 -0.1882 -2.2553
O 0.8522 -1.1640 -3.2739
C -8.1879 0.9972 3.4269
O -7.1433 -0.0422 3.2763
C -7.4487 -0.9236 2.1258
C -6.4995 -2.1159 2.3922
O -5.1717 -1.7110 2.7313
C -4.0980 -2.6351 2.5054
H -7.8833 1.4653 4.3630
H -9.1819 0.5675 3.5513
H -8.1863 1.6880 2.5837
H -7.3632 -0.5547 1.1037
H -8.4293 -1.3231 2.3844
H -6.4607 -2.7812 1.5296
H -6.8474 -2.7472 3.2099
H -3.2299 -2.4956 3.1495
H -3.6681 -2.8693 1.5315
H -4.4728 -3.6012 2.8435
C 4.3243 -6.2565 -2.8231
O 3.6208 -5.1819 -2.2223
C 4.2578 -3.9496 -2.5132
C 3.3853 -2.7584 -2.2043
O 2.6185 -3.0734 -1.0197
C 2.2595 -1.8922 -0.3179
H 4.0245 -6.1441 -3.8650
H 3.9752 -7.2150 -2.4393
H 5.3955 -6.0807 -2.7244
H 4.7076 -3.7670 -3.4891
H 5.0209 -3.7716 -1.7554
H 2.8005 -2.6454 -3.1172
H 4.0382 -1.9173 -1.9712
H 3.0942 -1.4263 0.2058
H 1.6132 -2.1265 0.5280
H 1.7241 -1.2250 -0.9933
C 6.0401 -1.0395 0.0688
O 5.4900 0.2397 -0.2685
C 5.2797 1.1865 0.7827
C 3.9481 0.9532 1.6286
O 4.1255 -0.0597 2.5941
C 2.8861 -0.5028 3.1932
H 7.0239 -0.8527 0.4993
H 6.0273 -1.7368 -0.7689
H 5.4153 -1.4992 0.8344
H 5.2878 2.1540 0.2807
H 6.1690 1.1001 1.4070
H 3.0840 0.7176 1.0073
H 3.7029 1.8402 2.2127
H 2.4534 0.2816 3.8141
H 3.1568 -1.3771 3.7851
H 2.1729 -0.9178 2.4810
C 0.7290 2.7650 3.5600
O -0.5268 3.4348 3.2365
C -0.5594 4.1033 1.9466
C 0.5869 5.1177 1.5599
O 1.8492 4.4910 1.5819
C 3.0025 5.3489 1.8555
H 1.0611 2.0760 2.7833
H 0.5323 2.1442 4.4341
H 1.4792 3.4906 3.8745
H -1.5217 4.5871 1.7787
H -0.4989 3.2634 1.2545
H 0.5383 5.9033 2.3139
H 0.4827 5.5323 0.5572
H 2.8900 6.3341 1.4029
H 3.9210 4.8974 1.4805
H 3.1055 5.6041 2.9102
C 0.7704 -4.6452 -3.7281
O 0.7176 -4.6088 -2.3369
C -0.4997 -4.0470 -1.9371
C -0.7346 -4.3794 -0.3927
O 0.5005 -4.3454 0.2884
C 0.4812 -4.3759 1.7240
H -0.1068 -5.0852 -4.2025
H 1.6476 -5.2167 -4.0315
H 0.7605 -3.6267 -4.1164
H -1.3163 -4.5809 -2.4231
H -0.6018 -2.9709 -2.0773
H -1.1395 -5.3913 -0.3803
H -1.4194 -3.7475 0.1729
H 0.2031 -5.3032 2.2249
H -0.3564 -3.7252 1.9750
H 1.3504 -3.8890 2.1662
C 2.6233 1.9420 -6.4914
O 2.5110 2.3241 -5.0415
C 3.1943 1.3554 -4.2457
C 3.0871 1.9488 -2.8165
O 1.8590 2.4250 -2.3908
C 1.8285 2.8463 -0.9792
H 3.5889 2.1669 -6.9443
H 1.8779 2.4886 -7.0691
H 2.5799 0.8761 -6.7149
H 4.2349 1.2694 -4.5585
H 2.7638 0.3560 -4.3089
H 3.7289 2.8290 -2.8552
H 3.5430 1.2114 -2.1558
H 0.8548 3.3164 -0.8417
H 2.5311 3.6154 -0.6584
H 1.9526 2.0334 -0.2637
*
```

***

no.,E (hartree),Kohn-Sham gap (eV)
1,-3494.5302,6.5
2,-11457.0913,9.1
3,-5816.1267,2.7
4,-7020.3088,4.4